(1)
Density functional theory data (ωB97M-V with the def2-TZVPD basis set) for a cluster of 2 separate species, C4H11NO2S in total.

Computed properties:
SMILES: CN[C@H](C=O)CS.O
Total charge: 0
HOMO (Eh): -0.3020
LUMO energy (eV): 0.509
ΔE to the lowest compared entry with this formula, charge and spin (kJ/mol): 359.6

Last column: Löwdin charge in e.
Element x y z (Å)
C  0.967  0.029  1.701  -0.075
N  -0.317  0.560  1.005  -0.146
C  -0.609  0.630  -0.365  -0.388
C  -2.160  0.238  -0.559  -0.467
S  -2.289  -0.887  -2.044  0.667
C  -0.576  2.189  -0.887  -0.255
O  -0.023  2.476  -1.867  0.075
H  1.663  0.507  1.051  0.041
H  1.085  0.152  2.761  0.058
H  1.162  -1.142  1.434  0.106
H  -0.730  1.235  1.765  0.160
H  0.037  0.012  -1.125  0.154
H  -2.486  -0.332  0.260  0.036
H  -2.785  1.149  -0.779  0.079
H  -1.766  -0.122  -2.988  -0.167
H  -1.099  2.988  -0.309  0.125
H  3.644  -2.451  0.435  0.055
H  2.653  -3.762  0.118  0.097
O  3.628  -3.467  0.392  -0.157

=====

(2)
Density functional theory data (ωB97M-V with the def2-TZVPD basis set) for a structure of composition C44H35N4O4PdS3.

Computed properties:
2S+1: 3
⟨S²⟩: 2.040
Total charge: +1
HOMO (spin up / spin down) (Eh): -0.3426 / -0.3426
LUMO energy (spin up / spin down) (eV): -4.047 / -6.845

Last column: Löwdin charge in e.
Element x y z (Å)
Pd  0.182  -1.097  0.954  0.795
N  9.196  0.776  0.799  0.109
C  8.119  -0.089  0.650  -0.312
C  7.442  -0.573  1.769  -0.045
C  6.276  -1.267  1.648  -0.069
C  5.789  -1.533  0.369  -0.293
C  6.483  -1.156  -0.803  -0.056
C  7.605  -0.375  -0.623  -0.039
S  4.317  -2.523  0.219  0.641
O  3.941  -2.459  -1.207  -0.372
O  4.552  -3.842  0.810  -0.323
N  3.106  -1.792  1.064  -0.096
C  2.676  -2.153  2.255  -0.420
N  3.449  -2.700  3.267  0.132
C  2.821  -2.977  4.377  -0.125
C  1.442  -2.779  4.621  -0.058
C  0.773  -2.049  3.668  -0.161
N  1.354  -1.702  2.527  -0.077
H  9.505  0.996  1.701  0.070
H  9.816  0.928  0.003  0.105
H  7.938  -0.532  2.792  0.138
H  5.718  -1.790  2.457  0.115
H  6.188  -1.604  -1.744  0.110
H  8.100  0.106  -1.432  0.098
H  3.479  -3.443  5.116  0.119
H  0.931  -3.270  5.433  0.097
H  -0.224  -1.639  3.868  0.113
C  -7.696  -4.319  -0.130  -0.043
C  -6.690  -3.265  0.367  -0.227
C  -6.469  -3.081  1.811  -0.020
C  -5.427  -2.334  2.285  -0.056
C  -4.578  -1.725  1.290  -0.449
C  -4.869  -1.713  -0.020  -0.128
C  -5.913  -2.549  -0.498  -0.038
S  -3.015  -0.932  1.683  0.954
O  -3.219  -0.158  2.914  -0.486
C  -0.712  -0.526  -0.812  -0.200
C  -0.394  -1.365  -1.836  -0.053
C  -0.887  -1.091  -3.140  0.083
C  -1.651  0.084  -3.410  -0.136
C  -2.200  0.311  -4.713  0.024
C  -2.903  1.469  -4.891  -0.041
C  -2.975  2.455  -3.896  -0.025
C  -2.393  2.228  -2.675  -0.003
C  -1.853  0.989  -2.329  -0.121
C  -1.443  0.665  -1.005  -0.107
C  -1.696  1.544  0.192  -0.121
C  -3.017  2.037  0.618  -0.127
C  -4.241  1.699  -0.045  -0.041
C  -5.462  2.132  0.415  -0.071
C  -5.604  2.975  1.481  -0.040
C  -4.429  3.366  2.149  0.002
C  -3.163  2.949  1.724  -0.158
C  -1.994  3.264  2.477  0.020
C  -0.778  2.742  2.202  -0.021
C  -0.648  1.843  1.090  -0.263
S  0.934  1.045  0.926  0.938
O  1.648  1.305  2.178  -0.378
C  1.887  1.569  -0.485  -0.323
C  1.689  2.840  -1.017  -0.055
C  2.603  3.331  -1.931  -0.006
C  3.578  2.470  -2.471  -0.230
C  4.422  2.852  -3.646  -0.027
C  3.594  1.163  -2.086  -0.017
C  2.747  0.697  -1.120  -0.049
H  -7.282  -5.216  -0.643  0.094
H  -8.326  -3.975  -0.982  0.088
H  -8.322  -4.556  0.707  0.059
H  -7.118  -3.705  2.481  0.129
H  -5.144  -2.336  3.360  0.127
H  -4.078  -1.323  -0.631  0.081
H  -6.135  -2.545  -1.543  0.109
H  0.345  -2.099  -1.657  0.102
H  -0.670  -1.807  -3.947  0.139
H  -2.137  -0.538  -5.336  0.113
H  -3.371  1.670  -5.869  0.128
H  -3.544  3.385  -4.070  0.132
H  -2.539  2.985  -1.906  0.130
H  -4.226  1.061  -0.949  0.117
H  -6.285  1.903  -0.238  0.116
H  -6.569  3.362  1.791  0.118
H  -4.546  3.853  3.160  0.143
H  -2.157  3.812  3.396  0.131
H  0.082  2.909  2.805  0.109
H  0.898  3.484  -0.600  0.125
H  2.589  4.369  -2.163  0.113
H  4.784  3.836  -3.571  0.067
H  3.836  2.786  -4.571  0.100
H  5.263  2.189  -3.792  0.083
H  4.219  0.428  -2.483  0.109
H  2.677  -0.362  -0.955  0.074

=====

no.,total energy (hartree)
1,-762.31238
2,-3539.69100